Density functional theory data (wB97M-V/def2-TZVPD) for a single C6H6S2 molecule at a distorted geometry.

Calculated values
**Structure (SMILES)**: C=C1CSC=C1C=S
**DFT total energy**: -27988.3129 eV
**LUMO energy**: -0.023 Ha
**HOMO energy**: -0.2993 Eh

Structure (ORCA input):
```
! RIJCOSX wB97M-V def2-TZVPD def2/J DEFGRID3
* xyz 0 1
C 0.66 1.76 -0.01
C -0.11 0.67 0.00
C -1.63 0.76 -0.01
C -0.71 -1.61 0.00
C 0.34 -0.76 0.00
C 1.67 -1.29 0.00
H 1.71 1.72 0.01
H 0.19 2.71 0.01
H -2.00 1.27 -0.89
H -2.02 1.30 0.90
H -0.59 -2.70 -0.01
H 1.68 -2.37 0.00
S -2.30 -0.94 0.00
S 3.11 -0.53 0.00
*
```

=====

Density functional theory data (wB97M-V/def2-TZVPD) for a single C6H7B molecule at a distorted geometry.

Calculated values
**DFT total energy**: -7004.9430 eV
**LUMO energy (alpha / beta)**: 0.001 / -0.002 Ha
**HOMO energy (alpha / beta)**: -0.2598 / -0.2913 Eh

Structure (ORCA input):
```
! RIJCOSX wB97M-V def2-TZVPD def2/J DEFGRID3
* xyz 0 1
B -2.42 0.56 -0.16
C -2.24 -0.87 0.03
C -1.40 -1.76 -0.06
C -1.31 1.68 -0.11
C 0.00 -1.84 0.11
C 0.62 -0.31 -0.15
C 0.00 0.92 0.46
H -1.11 2.34 -1.04
H -1.51 2.43 0.72
H 0.04 -2.10 1.13
H 0.63 -2.59 -0.45
H 1.73 -0.32 0.00
H 0.41 -0.20 -1.31
H -0.03 0.87 1.58
*
```

=====

Among the records above, which one has the lowest DFT total energy? C6H6S2

=====

The highest DFT total energy belongs to which entry? C6H7B

=====

What is the formula in the second record? C6H7B

=====

What is the DFT total energy in the second record? -7004.9430 eV